w:
{
  "formula": "C15H17N3O3S",
  "method": "ωB97M-V/def2-TZVPD",
  "gap_ev": 9.482,
  "lumo_energy_ha": 0.0221,
  "smiles": "O=C(CN1C(=O)N[C@]2(CCSC2)C1=O)NCc1ccccc1",
  "species": ["O", "C", "N", "H", "C", "C", "C", "C", "C", "C", "C", "H", "H", "H", "H", "H", "H", "H", "C", "N", "C", "O", "C", "N", "C", "O", "H", "C", "H", "H", "S", "C", "C", "H", "H", "H", "H", "H", "H"],
  "xyz": [[-3.07309, -0.50642, 1.98456], [-2.09475, -1.15782, 1.69813], [-1.91525, -1.79515, 0.52597], [-1.00112, -2.18442, 0.32228], [-2.75732, -1.51892, -0.62569], [-2.08936, -0.47893, -1.48878], [-1.26051, -0.85139, -2.53846], [-0.59400, 0.10901, -3.27967], [-0.74555, 1.45059, -2.97323], [-1.56336, 1.82899, -1.92058], [-2.22984, 0.86866, -1.17944], [-2.86306, 1.15924, -0.35388], [-1.68355, 2.87481, -1.67760], [-0.22766, 2.20074, -3.55254], [0.04496, -0.18990, -4.09745], [-1.13914, -1.89775, -2.77864], [-2.91038, -2.44901, -1.17816], [-3.71308, -1.15302, -0.24452], [-0.91237, -1.34662, 2.66913], [0.20173, -0.51977, 2.25358], [0.97096, -0.71582, 1.15529], [0.89508, -1.64173, 0.37888], [1.94802, 0.45724, 1.07890], [1.62935, 1.16473, 2.28985], [0.59239, 0.62897, 2.97664], [0.10129, 1.00396, 4.00154], [2.06350, 2.03003, 2.56242], [3.40777, -0.02708, 1.02605], [4.02182, 0.50164, 1.75375], [3.47651, -1.09930, 1.21000], [4.07301, 0.32082, -0.63743], [2.40616, 0.59288, -1.31598], [1.66106, 1.28023, -0.19238], [0.59008, 1.33587, -0.39511], [2.04776, 2.29149, -0.04684], [1.96063, -0.37164, -1.55867], [2.49008, 1.20317, -2.21063], [-0.60205, -2.39435, 2.69514], [-1.20671, -1.00405, 3.66358]]
}



x:
{
  "formula": "C15H17N3O3S",
  "method": "ωB97M-V/def2-TZVPD",
  "gap_ev": 8.786,
  "lumo_energy_ha": 0.0164,
  "smiles": "COc1ccccc1-c1nnc(SCC(=O)N2CCCC2)o1",
  "species": ["C", "H", "O", "C", "C", "C", "C", "C", "C", "C", "N", "N", "C", "S", "C", "H", "H", "C", "O", "N", "C", "C", "H", "C", "C", "H", "H", "H", "H", "H", "H", "H", "O", "H", "H", "H", "H", "H", "H"],
  "xyz": [[-2.26204, 4.14822, -2.20307], [-2.78782, 3.54789, -2.94363], [-1.58828, 3.22444, -1.38221], [-0.83656, 3.67943, -0.35514], [-0.67485, 5.02363, -0.03011], [0.11022, 5.39866, 1.04527], [0.75080, 4.44653, 1.82202], [0.60286, 3.11005, 1.51500], [-0.18286, 2.71234, 0.43442], [-0.29885, 1.30196, 0.15827], [0.22343, 0.34337, 0.87414], [-0.11903, -0.81775, 0.30334], [-0.81898, -0.52296, -0.74834], [-1.59515, -1.60176, -1.86363], [-0.22659, -2.74032, -2.32675], [-0.65499, -3.74079, -2.33802], [0.07859, -2.45019, -3.33250], [0.99036, -2.64329, -1.41447], [1.97146, -2.01451, -1.76585], [0.92998, -3.33055, -0.27042], [-0.22694, -3.99566, 0.29417], [0.09200, -4.07104, 1.78616], [-0.20635, -3.13907, 2.26493], [1.61369, -4.18922, 1.80028], [2.01750, -3.22755, 0.69125], [2.07136, -2.19614, 1.05379], [2.96327, -3.47758, 0.20730], [1.91668, -5.20752, 1.55132], [2.04873, -3.91763, 2.75884], [-0.40853, -4.90398, 2.27555], [-0.32697, -5.00056, -0.13701], [-1.14225, -3.43332, 0.10422], [-0.98110, 0.80459, -0.89644], [1.08712, 2.34066, 2.09425], [1.36123, 4.74755, 2.65861], [0.21989, 6.44804, 1.27507], [-1.16112, 5.78725, -0.61603], [-1.56251, 4.81916, -2.71125], [-2.98743, 4.73760, -1.63335]]
}



Which one sits at the top of the stability order? w does.



w:
{
  "formula": "H54O27",
  "method": "ωB97M-V/def2-TZVPD",
  "gap_ev": 8.863,
  "lumo_energy_ha": -0.0418,
  "species": ["O", "H", "H", "O", "H", "H", "O", "H", "H", "O", "H", "H", "O", "H", "H", "O", "H", "H", "O", "H", "H", "O", "H", "H", "O", "H", "H", "O", "H", "H", "O", "H", "H", "O", "H", "H", "O", "H", "H", "O", "H", "H", "O", "H", "H", "O", "H", "H", "O", "H", "H", "O", "H", "H", "O", "H", "H", "O", "H", "H", "O", "H", "H", "O", "H", "H", "O", "H", "H", "O", "H", "H", "O", "H", "H", "O", "H", "H", "O", "H", "H"],
  "xyz": [[12.55919, -10.11968, -14.58157], [11.72208, -9.91592, -14.99864], [13.00705, -10.68860, -15.20765], [15.81864, -8.46424, -15.19165], [15.55923, -7.85923, -15.88656], [15.30444, -9.25446, -15.35713], [14.04581, -11.28013, -12.89700], [14.95954, -10.99706, -12.93175], [13.63605, -10.86195, -13.65427], [16.87529, -10.46452, -12.59356], [16.86341, -10.01839, -11.74676], [17.79027, -10.71581, -12.71960], [14.76564, -6.28484, -12.16810], [14.80444, -7.17467, -12.51870], [13.92464, -6.24268, -11.71295], [13.85679, -14.03010, -14.01498], [13.71299, -13.09779, -13.85265], [14.16132, -14.07168, -14.92150], [11.74309, -8.32795, -11.31072], [11.29591, -9.09116, -10.94497], [11.90256, -8.55895, -12.22584], [16.54047, -13.86917, -12.63600], [15.58588, -13.89290, -12.70253], [16.84127, -13.75961, -13.53808], [11.13469, -14.07737, -14.23637], [11.87587, -14.62158, -14.50232], [11.23936, -13.97499, -13.29043], [9.39054, -12.41768, -11.45656], [8.98405, -12.46590, -10.59130], [10.32828, -12.50678, -11.28648], [7.42152, -6.25448, -13.62337], [7.78726, -7.07285, -13.95914], [6.62004, -6.12404, -14.13017], [11.02641, -14.39296, -17.54474], [11.60444, -13.67501, -17.80296], [11.37392, -14.69028, -16.70387], [16.89487, -12.39183, -16.54000], [17.56130, -12.09852, -15.91865], [17.38263, -12.58954, -17.33952], [13.24431, -7.45059, -18.72041], [13.60851, -8.12927, -19.28874], [13.03643, -6.72782, -19.31253], [7.55196, -10.06555, -15.53479], [7.76228, -10.32207, -14.63691], [6.99402, -10.77134, -15.86158], [15.36350, -10.54126, -19.69521], [16.10939, -10.16652, -20.16365], [15.75456, -11.01487, -18.96103], [8.33454, -9.96373, -12.82293], [7.45313, -9.84336, -12.46958], [8.71066, -10.66798, -12.29491], [7.39541, -7.77190, -17.03052], [6.53030, -7.66164, -16.63596], [7.76782, -8.53212, -16.58375], [14.15768, -8.76953, -9.13990], [14.60255, -9.61683, -9.11965], [13.65715, -8.78071, -9.95573], [8.57842, -7.79561, -10.89431], [8.92765, -8.25533, -11.65781], [9.34859, -7.42135, -10.46652], [12.00135, -12.44228, -11.19104], [12.65053, -11.78286, -11.43592], [12.51886, -13.18181, -10.87245], [15.44825, -15.01928, -16.04250], [15.65442, -15.80962, -16.54158], [15.95445, -14.32755, -16.46852], [9.96190, -10.72161, -16.27175], [10.28445, -11.53471, -15.88307], [9.13588, -10.55052, -15.81937], [13.81780, -12.93857, -18.33257], [14.14415, -13.83603, -18.39817], [13.65396, -12.67598, -19.23835], [9.02085, -12.66929, -14.11650], [8.81901, -12.55502, -13.18782], [9.88417, -13.08260, -14.12536], [10.39444, -7.87634, -17.26208], [11.34364, -7.75291, -17.26655], [10.25367, -8.63448, -16.69495], [14.30967, -11.74610, -15.98675], [14.08639, -11.98282, -16.88694], [15.26635, -11.76751, -15.96322]]
}



x:
{
  "formula": "H54O27",
  "method": "ωB97M-V/def2-TZVPD",
  "gap_ev": 8.538,
  "lumo_energy_ha": -0.0448,
  "species": ["O", "H", "H", "O", "H", "H", "O", "H", "H", "O", "H", "H", "O", "H", "H", "O", "H", "H", "O", "H", "H", "O", "H", "H", "O", "H", "H", "O", "H", "H", "O", "H", "H", "O", "H", "H", "O", "H", "H", "O", "H", "H", "O", "H", "H", "O", "H", "H", "O", "H", "H", "O", "H", "H", "O", "H", "H", "O", "H", "H", "O", "H", "H", "O", "H", "H", "O", "H", "H", "O", "H", "H", "O", "H", "H", "O", "H", "H", "O", "H", "H"],
  "xyz": [[3.85462, -0.88653, -3.47483], [4.22638, -1.54216, -4.06489], [2.97922, -1.21583, -3.27117], [4.85442, 2.23951, 0.36781], [4.32212, 1.76566, -0.27122], [5.62714, 1.68847, 0.49223], [-3.08189, -0.88554, -1.63157], [-2.26955, -0.39011, -1.73590], [-3.70721, -0.44509, -2.20708], [1.84325, -4.17404, -0.41606], [0.91007, -3.96634, -0.36843], [1.88066, -5.12796, -0.34624], [2.30626, 2.94544, -2.67714], [2.06959, 3.37449, -1.85487], [2.59230, 2.06973, -2.41724], [3.10584, 3.45685, 2.79366], [2.34632, 2.88206, 2.69887], [2.74329, 4.28273, 3.11415], [-0.83672, -3.42913, 0.35968], [-1.35902, -2.81193, 0.87204], [-1.07215, -3.24557, -0.54978], [-3.80090, 3.02683, 0.42239], [-4.03487, 3.95452, 0.45191], [-3.92911, 2.77598, -0.49242], [-3.33538, 4.52824, 3.22305], [-4.25744, 4.77214, 3.14214], [-3.30936, 3.60338, 2.97770], [0.39951, 0.25569, 4.75513], [1.31827, 0.48278, 4.61180], [0.38178, -0.70098, 4.72843], [-0.43857, 3.19988, -1.48410], [-1.07909, 3.90445, -1.38636], [-0.39110, 2.79674, -0.61723], [0.12073, -0.27634, 0.13553], [-0.61445, 0.13708, 0.58810], [-0.02299, -0.07525, -0.78921], [3.08777, 0.09948, 4.20555], [4.01716, 0.32654, 4.17526], [3.01439, -0.68448, 3.66126], [-1.36182, 1.93614, 0.91486], [-1.31122, 1.66024, 1.83003], [-2.24971, 2.27999, 0.81660], [-4.09136, 2.91761, -2.30110], [-3.71589, 3.37211, -3.05521], [-4.15402, 2.00364, -2.57853], [-1.88034, 0.53496, -4.81887], [-1.18149, 0.39309, -5.45739], [-2.66896, 0.20396, -5.24869], [3.17378, 0.41756, -1.22139], [2.50862, -0.24998, -1.05348], [3.63601, 0.10543, -1.99930], [2.09638, -1.93500, 1.61532], [1.40347, -2.58990, 1.70022], [1.65943, -1.17060, 1.23982], [-0.82518, 0.58000, -2.23852], [-1.02468, 1.51177, -2.14778], [-1.07590, 0.36732, -3.13748], [-2.84024, -1.44944, 1.22544], [-3.28141, -0.86548, 0.60852], [-3.03497, -1.08002, 2.08674], [4.47232, -3.17190, 1.97002], [3.74038, -2.56359, 1.86775], [4.35276, -3.54667, 2.84265], [-1.98513, -3.45658, -2.12594], [-2.32708, -3.87307, -2.91703], [-2.49101, -2.64828, -2.04244], [-0.30201, -2.20855, -5.17003], [-0.80210, -2.50622, -5.92998], [-0.20776, -1.26483, -5.29942], [-0.05557, -5.11313, 2.37119], [-0.37236, -5.98153, 2.61971], [-0.63718, -4.83941, 1.66194], [-2.29574, 1.11823, 3.24521], [-3.17109, 1.39288, 3.51827], [-2.05542, 0.43049, 3.86608], [-0.07410, 2.94124, 4.93872], [-0.17440, 2.08444, 4.52392], [0.71783, 2.85938, 5.47012], [1.52442, -2.35711, -3.30936], [0.87548, -2.15903, -3.98453], [1.02576, -2.79127, -2.61721]]
}



Which one sits at the top of the stability order? x does.



w:
{
  "formula": "C5H7N2",
  "method": "ωB97M-V/def2-TZVPD",
  "gap_ev": [7.409, 7.204],
  "lumo_energy_ha": [-0.2431, -0.2507],
  "total_charge": 1,
  "species": ["C", "C", "C", "C", "C", "N", "N", "H", "H", "H", "H", "H", "H", "H"],
  "xyz": [[1.57058, 0.95742, -0.24711], [2.27335, -0.17528, 0.30077], [0.24954, 1.08185, -0.76913], [-2.69149, -0.40321, 0.58180], [-1.77795, -0.55437, -0.43383], [1.62191, -1.06062, 0.88873], [-0.82304, 0.38690, -0.55954], [2.12969, 1.76688, -0.56374], [3.37967, -0.11434, 0.15885], [0.11170, 1.90206, -1.43756], [-3.53480, -0.95575, 0.68060], [-2.48830, 0.35408, 1.26878], [-2.03128, -1.29187, -1.22253], [2.01044, -1.89374, 1.35392]]
}



x:
{
  "formula": "C5H7N2",
  "method": "ωB97M-V/def2-TZVPD",
  "gap_ev": [7.394, 7.393],
  "lumo_energy_ha": [-0.2450, -0.2450],
  "total_charge": 1,
  "species": ["C", "C", "C", "C", "C", "N", "N", "H", "H", "H", "H", "H", "H", "H"],
  "xyz": [[1.65741, 0.43171, 0.72098], [1.17649, -0.65506, -0.07538], [-2.07821, 0.78957, -0.77783], [0.84341, 1.45409, 0.99633], [-0.15092, -0.89935, -0.54145], [-1.20676, -0.11440, 0.03854], [-2.56237, -0.33320, -0.31534], [2.66698, 0.38055, 1.13037], [1.99635, -1.42009, -0.31548], [-0.15355, 1.52668, 0.47450], [1.17934, 2.37711, 1.54278], [0.10648, -0.44672, -1.58463], [-0.47440, -2.00913, -0.57644], [-3.00024, -1.08175, -0.71694]]
}



y:
{
  "formula": "C5H7N2",
  "method": "ωB97M-V/def2-TZVPD",
  "gap_ev": 10.996,
  "lumo_energy_ha": -0.1438,
  "smiles": "C#C[C@@H]1N=CC[NH2+]1",
  "total_charge": 1,
  "species": ["C", "C", "C", "C", "C", "N", "N", "H", "H", "H", "H", "H", "H", "H"],
  "xyz": [[-2.85449, -0.15559, -0.55244], [-1.80454, -0.08467, -0.01853], [1.15648, 1.30623, -0.25666], [1.47778, -0.12179, -0.54375], [-0.59942, 0.26161, 0.68685], [0.08385, 1.47784, 0.36928], [0.49881, -0.90912, 0.33550], [-3.85733, -0.36541, -0.73839], [1.84061, 2.11305, -0.33329], [1.10775, -0.29144, -1.62450], [2.44144, -0.59946, -0.38582], [-0.86508, 0.32528, 1.90135], [0.40423, -1.80400, -0.18621], [0.96990, -1.15251, 1.34661]]
}



Which one sits at the top of the stability order? y does.



w:
{
  "formula": "C5H7N2",
  "method": "ωB97M-V/def2-TZVPD",
  "gap_ev": 11.568,
  "lumo_energy_ha": -0.1890,
  "smiles": "C=[N+]=C[C@@H](C)C#N",
  "total_charge": 1,
  "species": ["C", "C", "C", "C", "C", "N", "N", "H", "H", "H", "H", "H", "H", "H"],
  "xyz": [[1.26019, 0.94539, -0.14109], [-0.40739, -0.31366, 0.94749], [-0.48209, 1.99725, 1.61982], [0.73004, -0.39233, -0.06863], [0.20269, -0.89987, -1.41785], [-0.70373, 0.77728, 1.45324], [1.40863, 2.07164, 0.01076], [-0.94751, -1.22135, 1.18424], [-1.08158, 2.74330, 1.10974], [0.14309, 2.32627, 2.44291], [1.47513, -1.09351, 0.32971], [-0.43584, -0.15668, -1.88942], [-0.35977, -1.82055, -1.28572], [1.04637, -1.09467, -2.07567]]
}



x:
{
  "formula": "C5H7N2",
  "method": "ωB97M-V/def2-TZVPD",
  "gap_ev": 9.287,
  "lumo_energy_ha": -0.1928,
  "smiles": "C=C=N[N+]#CCC",
  "total_charge": 1,
  "species": ["C", "C", "C", "C", "C", "N", "N", "H", "H", "H", "H", "H", "H", "H"],
  "xyz": [[-0.11508, 0.16272, 0.05957], [3.41122, 0.47832, -0.02968], [4.72359, 0.51262, 0.48761], [-2.08552, 1.45620, -0.26303], [-1.49208, 0.26263, 0.39840], [1.06725, 0.28821, 0.00651], [2.15453, 0.45934, -0.61638], [5.19726, 1.48476, 0.30409], [5.38214, -0.33371, 0.34656], [-2.48502, 2.25147, 0.47276], [-2.79329, 1.16020, -0.99082], [-1.25349, 1.95869, -0.74141], [-2.04147, -0.71433, 0.38861], [-1.60743, 0.48003, 1.46136]]
}



Which one sits at the top of the stability order? w does.